No. 1
A structure of composition C15H23BrINO3P2. Source: the OMol25 dataset; level of theory: ωB97M-V with the def2-TZVPD basis set.

Properties
- E_HOMO (eV) = -6.1
- Kohn-Sham gap (eV) = 3.854
- energy relative to the best compared isomer or geometry (same formula, charge and spin) (kcal per mole) = 80.6
- LUMO energy (hartree) = -0.0829

```
46
Properties=species:S:1:pos:R:3:forces:R:3:mulliken_charge:R:1
C -5.181281 3.034243 0.608373 -0.10 -0.68 -1.30 -0.154
C -4.434495 2.529378 -0.225421 -1.15 -0.11 -0.56 -0.190
C -3.782740 1.754231 -1.446827 0.88 0.61 2.39 -0.989
C -2.731497 0.746853 -0.780707 -0.80 -2.27 -0.22 0.838
C -3.237709 -0.672771 -0.610996 3.26 0.24 1.42 -0.700
C -2.348906 -1.695466 0.030898 1.18 3.86 -0.96 -0.630
C -0.949184 -1.215807 0.428602 -1.81 0.96 -0.29 0.462
C -0.025196 -2.303230 1.102063 -0.46 0.08 -1.18 -0.978
C 0.661728 -3.095125 -0.130708 -0.44 -0.77 -0.56 -0.558
C 1.936890 -3.935002 0.322836 -1.75 1.38 -0.96 -0.951
I 3.393550 -4.093406 -1.327180 -0.63 0.01 0.49 -0.107
C -0.515442 0.220900 0.210568 -1.92 -3.16 0.42 0.050
P 1.214005 0.827983 0.754632 -0.37 0.58 -0.39 0.397
C 0.977942 1.151697 2.621206 -0.08 0.27 -0.30 -1.112
C 2.527956 -0.476011 0.445776 1.46 -0.88 1.11 0.179
C 3.970510 0.245924 0.332840 -0.65 -0.13 -0.29 -1.195
N -1.438188 1.152857 -0.388064 -0.80 -2.04 0.53 0.264
C -0.980643 2.576131 -0.554889 0.40 0.52 0.24 -0.963
P 0.238094 2.769888 -2.013473 -0.03 2.91 -2.92 1.019
O -0.174918 3.940713 -2.877483 0.04 -2.13 2.09 -0.728
O 0.091795 1.397190 -2.976907 1.63 1.03 2.23 -0.539
O 1.811262 3.081787 -1.520524 -1.72 -2.00 -1.13 -0.428
H -6.074043 3.417494 1.180336 1.93 -0.52 -0.69 0.383
H -4.590350 1.184486 -2.007035 1.21 0.76 0.79 0.379
H -3.223843 2.476786 -2.109108 -0.90 -0.80 0.51 0.342
H -4.282695 -0.967404 -0.916908 1.40 0.73 0.29 0.334
H -2.661280 -2.771731 0.197896 0.42 1.59 -0.20 0.392
H 0.740244 -1.873963 1.810130 -0.95 -0.49 -0.80 0.183
H -0.696476 -3.043035 1.655229 0.99 1.14 -0.55 0.502
H 0.863006 -2.401444 -1.017225 -0.15 -0.77 1.37 0.377
H -0.114345 -3.840866 -0.525564 0.79 1.12 0.40 0.447
H 2.481572 -3.385349 1.223585 -0.97 -1.19 -2.60 0.105
H 1.562902 -4.971711 0.604087 1.10 1.39 -0.33 0.561
H 1.622592 2.068688 2.841131 -0.77 -1.44 -0.12 0.375
H -0.110268 1.471041 2.763683 1.46 -0.62 -0.04 0.339
H 1.263464 0.258417 3.250642 -0.44 1.08 -0.55 0.373
H 2.388905 -1.091775 -0.490939 -0.16 0.78 1.07 0.032
H 2.632857 -1.194225 1.330542 -0.37 0.76 -1.22 0.162
H 4.798214 -0.536448 0.318106 -1.24 0.92 0.04 0.371
H 4.157956 0.946691 1.208849 -0.24 -0.77 -1.23 0.332
H 3.973922 0.795405 -0.659819 0.30 -0.35 1.31 0.248
H -0.529173 2.979011 0.413139 -0.47 -0.79 -1.38 0.351
H -1.827574 3.280988 -0.802429 0.84 -1.10 0.14 0.483
H 0.948657 0.915573 -2.959561 -0.82 -0.09 -0.15 0.342
H 2.407322 2.579680 -2.127583 -0.25 0.66 0.73 0.328
Br 3.015042 -4.102041 2.781883 1.16 -0.27 3.36 -0.729
```
Positions in Å, forces in eV/Å.



No. 2
A structure of composition C41H55N3SeTeW. Source: the OMol25 dataset; level of theory: ωB97M-V with the def2-TZVPD basis set.

Properties
- E_HOMO (spin up / spin down) (eV) = -7.4 / -7.4
- Kohn-Sham gap (spin up / spin down) (eV) = 6.194 / 6.194
- energy relative to the best compared isomer or geometry (same formula, charge and spin) (kcal per mole) = 47.1
- LUMO energy (spin up / spin down) (hartree) = -0.0439 / -0.0438

```
102
Properties=species:S:1:pos:R:3:forces:R:3:mulliken_charge:R:1
W 0.783759 -0.294641 -0.813900 3.82 -0.55 -0.21 -0.298
C -3.639521 2.352102 -2.405660 -0.05 0.09 -0.11 -1.577
C -2.593180 2.306399 -3.556756 0.02 -0.16 0.22 -0.228
C -2.436204 0.949583 -4.270384 0.01 0.10 -0.05 -1.048
C -1.261338 2.964273 -3.170260 -0.10 0.08 -0.03 0.245
C -1.254952 4.327437 -3.482684 0.03 -0.01 -0.02 -0.699
C -0.146102 5.131773 -3.352086 0.00 0.05 -0.02 -1.806
C 1.026431 4.539919 -2.930252 -0.07 0.05 0.03 -0.370
C 1.085028 3.204539 -2.560455 -0.05 -0.08 -0.07 1.327
C 2.473520 2.692763 -2.228419 0.02 0.51 -0.20 2.360
C 3.280982 2.527059 -3.520845 0.00 -0.13 0.00 -1.722
C 3.251302 3.563109 -1.239740 0.03 0.06 -0.10 -1.630
C -0.087261 2.387111 -2.604295 0.37 0.09 -0.01 0.922
N -0.020194 1.076214 -2.052176 -0.51 -0.22 0.58 1.359
C -1.208765 0.445313 -1.521980 -0.97 0.02 -0.65 -1.190
C -1.055228 -1.902936 -0.472494 -0.68 0.07 0.39 -1.564
N 0.335659 -2.126560 -0.072762 -0.92 0.63 -0.42 1.034
C 0.550220 -3.249544 0.808724 0.49 -0.27 -0.06 -0.250
C 1.861793 -3.827583 0.894655 -0.06 0.10 -0.06 0.248
C 2.184666 -4.677519 1.948140 -0.02 0.05 0.14 -0.304
C 1.254678 -5.091918 2.872873 0.13 -0.06 0.02 -1.728
C -0.054249 -4.743738 2.640375 -0.06 0.05 0.04 -0.595
C -0.462073 -3.866943 1.632540 0.03 0.03 0.03 0.875
C -2.001150 -3.887512 1.499019 0.04 -0.20 0.07 2.108
C -2.389902 -5.048503 0.572594 -0.04 0.04 -0.04 -1.757
C -2.761587 -4.033124 2.834137 0.05 0.03 -0.11 -2.112
C 2.997962 -3.756885 -0.131453 -0.22 0.29 -0.20 0.401
C 3.987381 -2.621135 0.139097 0.15 -0.39 -0.05 -1.164
C 2.482511 -3.898307 -1.570101 0.04 -0.07 0.10 -1.225
H -4.261742 1.453607 -2.383767 0.03 0.04 0.00 0.413
H -4.305789 3.208103 -2.537723 0.04 -0.04 0.01 0.353
H -3.176703 2.472854 -1.424749 -0.03 -0.02 -0.01 0.360
H -2.993679 2.967323 -4.319316 -0.02 0.09 -0.03 1.037
H -1.448518 0.533023 -4.112320 0.07 -0.14 0.03 0.044
H -2.548334 1.075391 -5.349208 -0.01 0.00 0.05 0.400
H -3.184697 0.225659 -3.948240 0.02 -0.02 0.01 0.286
H -2.168442 4.757847 -3.879764 0.02 -0.04 0.01 0.406
H -0.182051 6.180641 -3.622360 -0.01 -0.06 0.03 0.380
H 1.933972 5.132418 -2.891333 -0.06 -0.06 0.02 0.323
H 2.383182 1.727585 -1.790265 -0.04 -0.56 0.29 -1.405
H 3.436618 3.497842 -4.001139 0.01 -0.07 0.00 0.381
H 2.762899 1.871283 -4.225563 0.03 0.07 0.03 0.376
H 4.258225 2.081453 -3.305475 -0.07 0.07 -0.03 0.425
H 3.503028 4.537879 -1.667906 0.02 -0.07 0.07 0.409
H 4.188823 3.064213 -0.979521 -0.03 0.03 -0.01 0.402
H 2.698152 3.730878 -0.316762 0.01 -0.01 0.00 0.276
H -2.113974 0.962706 -1.768080 -0.16 -0.01 -0.11 -0.715
H -1.567400 -2.842103 -0.566648 -0.08 -0.33 -0.01 0.508
H 3.203975 -5.044933 2.010039 -0.05 0.02 0.00 0.411
H 1.524101 -5.733025 3.705053 -0.02 0.02 -0.10 0.401
H -0.812564 -5.192975 3.267833 0.06 0.08 -0.03 0.311
H -2.400246 -2.994976 1.064934 0.02 0.28 -0.17 -0.529
H -2.054595 -5.997334 0.998194 -0.01 0.02 -0.03 0.410
H -1.937156 -4.950978 -0.418611 -0.01 -0.02 0.06 0.312
H -3.476267 -5.086933 0.450734 0.05 -0.03 0.00 0.399
H -2.849477 -5.075926 3.147534 0.02 0.06 0.02 0.567
H -3.778823 -3.653469 2.705924 0.04 -0.04 0.00 0.373
H -2.285569 -3.471231 3.638853 -0.05 0.02 -0.03 0.397
H 3.576500 -4.662687 0.052083 -0.05 -0.10 -0.02 0.546
H 3.498508 -1.672715 0.154895 -0.21 0.62 0.00 -0.141
H 4.770806 -2.578350 -0.624577 -0.06 -0.08 0.07 0.376
H 4.451659 -2.771633 1.117927 0.02 0.00 -0.07 0.382
H 1.681153 -3.199141 -1.785816 -0.01 -0.08 -0.01 -0.190
H 2.093478 -4.909316 -1.719661 0.04 0.00 0.01 0.368
H 3.284399 -3.720864 -2.291282 -0.03 -0.08 0.05 0.442
C -1.703382 -0.825661 1.912251 -0.08 0.04 0.02 -1.881
C -1.782667 -0.801391 0.401439 0.08 -0.34 -0.06 2.276
C -3.147629 -0.889645 -0.259446 -0.12 0.13 0.09 -0.954
C -2.965768 -1.186176 -1.547631 0.01 0.00 0.12 -1.527
C -1.472506 -1.169711 -1.842018 -0.10 -0.01 -0.23 2.400
C -0.965378 -1.828161 -3.122355 -0.54 -0.09 0.02 -1.835
N -0.984769 0.362840 -0.071939 -0.92 0.18 0.10 -0.061
H -2.527778 -1.376490 2.359944 0.02 -0.02 0.04 0.428
H -1.739484 0.201555 2.276614 -0.01 0.01 0.01 0.430
H -0.761387 -1.265378 2.239591 0.06 0.01 0.05 0.186
H -4.095311 -0.749905 0.252637 0.12 -0.03 -0.08 0.494
H -3.723225 -1.328768 -2.310644 0.08 0.04 0.04 0.579
H -1.791275 -2.042139 -3.804886 0.01 0.02 0.03 0.489
H -0.474533 -2.772382 -2.892313 0.05 -0.07 0.03 0.183
H -0.251456 -1.214365 -3.652927 0.20 0.18 -0.10 0.324
Se 2.392319 -0.786224 -2.423940 -0.26 0.27 0.86 -0.262
C -0.604324 4.167961 5.819188 0.04 -0.03 -0.08 -1.505
C 0.040954 3.397298 4.695626 0.04 -0.05 0.01 0.570
C 0.968317 2.396195 4.950966 0.01 0.05 0.11 -1.055
C 1.556570 1.655269 3.928787 0.03 -0.12 0.14 1.042
C 2.574930 0.592884 4.281880 -0.16 0.07 -0.08 -1.790
C 1.186942 1.937346 2.612824 -0.24 -0.38 -0.44 0.116
Te 2.171589 0.692817 1.153966 0.69 0.46 -0.02 -0.044
C 0.300240 2.978553 2.308452 -0.01 0.09 0.00 1.098
C -0.016909 3.425159 0.907379 0.02 0.04 0.07 -1.209
C -0.266382 3.680442 3.369610 0.04 -0.02 0.02 -0.946
H -0.226906 3.838522 6.787516 -0.02 0.02 -0.03 0.359
H -1.688056 4.031169 5.811319 0.04 0.01 0.01 0.324
H -0.407654 5.238052 5.720897 -0.01 -0.04 0.01 0.336
H 1.247724 2.177548 5.978619 -0.03 0.02 -0.08 0.255
H 2.737168 0.561691 5.358630 -0.01 0.01 -0.02 0.409
H 3.532091 0.796596 3.793206 -0.03 -0.03 0.10 0.354
H 2.250764 -0.398239 3.950179 0.02 0.06 0.06 0.329
H -0.302227 2.593973 0.273528 -0.03 -0.14 -0.07 0.073
H 0.849888 3.913696 0.457142 -0.05 -0.03 0.01 0.116
H -0.834822 4.148499 0.910977 0.05 -0.05 0.02 0.401
H -0.963301 4.483708 3.145556 0.04 -0.05 0.01 0.390
```
Positions in Å, forces in eV/Å.



No. 3
A cluster of 6 separate species, C32H33F6O3P2 in total. Source: the OMol25 dataset; level of theory: ωB97M-V with the def2-TZVPD basis set.

Properties
- E_HOMO (eV) = -5.0
- Kohn-Sham gap (eV) = 7.264
- net charge = -1
- LUMO energy (hartree) = 0.0814

```
76
Properties=species:S:1:pos:R:3:forces:R:3:mulliken_charge:R:1
O -1.447156 0.005991 -0.395872 0.33 -0.33 -0.63 -0.459
P -2.196495 0.287915 0.868964 0.35 0.53 -0.44 0.136
P -2.232438 2.482151 1.370324 -0.69 0.37 0.14 0.356
F -2.411429 2.204406 3.036804 -0.07 -0.03 0.21 -0.292
O -0.530847 2.289666 1.596175 -0.01 -0.36 -0.10 -0.499
C 0.071243 3.518387 1.864373 0.45 0.50 0.70 0.092
C -0.792212 4.499295 1.133713 0.81 0.04 -0.65 -0.726
O -2.068043 4.191498 1.573038 -0.61 -0.24 -0.08 -0.560
H -1.659159 -0.477443 1.935015 -0.43 -0.10 0.19 -0.086
H -3.536138 -0.137377 0.664335 -0.12 -0.14 0.59 0.006
H -2.169933 2.646152 -0.052896 0.27 -0.15 -0.05 -0.112
H -3.659323 2.589614 1.349092 0.06 -0.09 -0.03 0.057
H 1.121251 3.547419 1.587846 0.22 -0.25 -0.41 0.409
H 0.043659 3.763604 2.930302 -0.12 -0.16 0.21 -0.085
H -0.649162 4.254125 0.074497 -0.29 0.04 -0.38 0.304
H -0.510487 5.542916 1.214719 -0.20 0.33 0.56 0.389
F 1.637637 0.690878 -2.797560 0.02 0.04 -0.02 -0.320
C 1.312133 -0.471103 -3.394789 -0.05 -0.21 -0.12 0.039
C 0.177831 -1.146178 -2.988490 -0.19 0.18 0.21 -0.052
C -0.144405 -2.335952 -3.623273 0.15 0.00 -0.10 -0.709
C 0.663892 -2.838667 -4.635462 -0.05 -0.10 -0.03 -0.245
C 1.800141 -2.143690 -5.021706 -0.05 -0.01 0.03 -0.366
C 2.129436 -0.946737 -4.402155 0.15 0.09 -0.05 -0.498
H -0.437055 -0.744078 -2.188690 0.02 0.03 0.13 0.676
H -1.033710 -2.872936 -3.322663 -0.02 0.01 0.03 0.406
H 0.406154 -3.769986 -5.122788 -0.01 0.00 -0.01 0.389
H 2.434176 -2.532877 -5.808033 0.02 0.01 -0.02 0.346
H 3.007404 -0.384230 -4.692362 0.00 0.01 0.03 0.426
F -1.970852 0.813763 8.129174 0.00 0.01 0.04 -0.368
C -1.299819 0.341576 7.048931 0.10 -0.05 -0.16 0.200
C -0.700804 -0.898672 7.130554 -0.02 -0.12 0.19 -0.568
C -0.017849 -1.379286 6.022922 0.00 0.07 -0.08 -0.316
C 0.062810 -0.615678 4.866126 0.05 -0.05 0.05 -0.847
C -0.542089 0.632368 4.811509 0.15 -0.04 -0.14 0.039
C -1.235820 1.114493 5.909604 -0.12 0.17 0.11 -0.480
H -0.772607 -1.472997 8.045049 -0.02 0.02 0.00 0.428
H 0.451662 -2.353349 6.064605 0.01 -0.02 0.02 0.357
H 0.596647 -0.992460 4.004139 0.00 0.01 -0.03 0.442
H -0.482532 1.229498 3.910158 -0.09 0.00 -0.02 0.485
H -1.727724 2.077721 5.882052 -0.06 -0.03 -0.06 0.618
F 0.143958 -6.054096 -6.315266 -0.02 0.00 -0.02 -0.343
C 1.193802 -6.739431 -5.822550 0.12 -0.07 0.06 0.334
C 2.463463 -6.423798 -6.260433 0.03 0.15 -0.14 -0.274
C 3.541141 -7.128965 -5.747788 -0.04 -0.06 0.05 -0.295
C 3.337798 -8.136685 -4.816231 0.06 -0.04 0.02 -0.504
C 2.051663 -8.437702 -4.392321 0.06 0.04 -0.04 -0.302
C 0.967612 -7.733795 -4.893559 -0.18 -0.06 0.06 -0.511
H 2.598975 -5.636385 -6.989639 -0.03 0.02 0.01 0.424
H 4.543010 -6.888114 -6.075648 0.01 0.02 -0.02 0.350
H 4.181495 -8.684503 -4.419209 0.01 -0.01 0.01 0.368
H 1.889924 -9.222605 -3.666385 -0.02 0.00 0.03 0.348
H -0.042213 -7.946092 -4.569678 -0.01 0.02 -0.02 0.410
F 1.727155 4.782514 4.343147 0.05 0.06 0.08 -0.283
C 2.032888 4.285243 5.554674 0.07 -0.05 0.14 0.367
C 3.348655 4.317454 5.973539 0.13 0.06 -0.09 -0.504
C 3.666423 3.807696 7.223302 -0.07 -0.02 0.02 -0.301
C 2.674519 3.271096 8.031654 0.02 -0.02 0.06 -0.619
C 1.359384 3.247993 7.589641 0.08 0.00 0.02 -0.284
C 1.030320 3.759441 6.344284 -0.19 0.05 -0.07 -0.366
H 4.107008 4.733845 5.324169 -0.02 0.01 -0.02 0.416
H 4.692468 3.829007 7.565598 0.03 0.00 -0.01 0.349
H 2.926637 2.870449 9.004430 0.00 -0.01 0.01 0.371
H 0.583267 2.825962 8.214140 -0.03 -0.02 -0.02 0.371
H 0.009818 3.752421 5.988603 0.02 0.00 -0.08 0.489
F -4.439171 0.710130 -3.205162 -0.03 -0.02 0.01 -0.305
C -3.746570 1.328310 -4.177642 0.09 0.08 -0.14 0.140
C -2.383261 1.493421 -4.037356 0.17 -0.13 0.31 -0.101
C -1.681684 2.126673 -5.050560 -0.09 0.02 -0.09 -0.474
C -2.343533 2.590303 -6.179988 0.05 0.03 -0.04 -0.493
C -3.714594 2.416737 -6.297883 0.06 -0.01 0.02 -0.315
C -4.426061 1.778220 -5.292743 -0.16 -0.02 -0.03 -0.514
H -1.884323 1.135165 -3.143710 -0.08 0.00 0.04 0.524
H -0.612362 2.257991 -4.954821 0.02 -0.01 0.04 0.404
H -1.790350 3.086921 -6.966320 0.00 0.01 -0.01 0.359
H -4.234535 2.780009 -7.174537 -0.02 -0.01 -0.01 0.344
H -5.494814 1.626984 -5.366832 0.00 0.00 0.03 0.412
```
Positions in Å, forces in eV/Å.